91
Properties=species:S:1:pos:R:3:forces:R:3 method="wB97M-V/def2-TZVPD" relative_energy_ev=6.925 e_homo_ev="-8.403 / -8.341" total_charge=+1 gap_ev="2.57 / 2.52" energy_ha=-2223.8021
In -0.34251 1.65139 -2.78422 2.4 3.5 4.8
P -2.51456 -0.76854 -3.05190 3.6 3.7 -0.3
P 4.28974 3.22039 -1.73639 -0.7 -0.1 -0.2
O -0.27996 3.03460 0.10488 -0.7 -0.5 -1.0
O -2.45307 2.66693 -0.67522 1.0 -0.1 0.2
C -1.15964 -1.15354 -5.19754 -0.1 -0.9 0.4
C 5.27790 4.03275 -3.04909 0.3 -0.1 0.1
C -0.40334 1.92105 -5.55074 0.0 0.1 0.2
C -1.19201 5.25989 0.34724 -0.1 0.2 -0.1
C 2.85187 2.57532 -2.82070 0.6 -0.3 0.1
C -2.39446 0.80857 -4.26347 -3.9 -0.6 -2.8
C -3.77353 3.93924 0.84049 -0.2 0.4 0.2
C -2.67101 1.85935 1.58422 0.0 -0.3 0.2
C -2.73778 -0.41637 -1.31520 -0.6 -0.4 0.7
C -0.61782 3.87293 2.29680 -0.1 0.0 0.6
C -2.53449 3.08753 0.68802 -0.3 0.6 0.8
C -0.63613 -0.79514 -3.75113 0.4 -4.4 -1.6
C -1.16491 3.82786 0.89218 -0.5 0.6 0.5
C -2.27723 -0.14447 -5.51892 -0.9 0.1 0.3
C -1.46480 1.98136 -4.42683 -0.7 0.6 -1.2
C 0.56719 -2.37541 -0.00244 -0.1 -0.1 0.0
C 0.72992 0.89179 -5.22311 0.1 0.2 0.1
C -0.70779 -2.60619 0.58389 0.0 0.1 -0.1
C -0.85231 -1.71854 1.68598 -0.1 0.1 0.0
C -1.70483 -3.59809 0.13290 -0.1 -0.4 -0.1
C 0.65021 0.07518 2.80002 0.1 0.1 0.4
C 1.12459 -3.12314 -1.14887 0.3 -0.1 -0.2
C -2.02815 -1.62008 2.57301 -0.3 -0.2 0.4
C 0.33749 -0.94940 1.78372 0.2 0.1 0.0
C 1.20954 -1.34848 0.73899 0.1 0.1 0.0
C -3.56510 -2.13094 -3.51263 -0.6 -0.6 -0.4
C 0.49672 0.18486 -3.86796 0.7 -1.4 -0.5
C 1.45506 3.02333 -2.47996 0.0 0.5 -0.1
C 2.55452 -0.78732 0.49445 0.3 -0.2 0.0
C 3.55021 4.72036 -0.97651 0.2 0.2 0.2
B -1.08671 2.50421 -0.89883 -0.1 -0.9 -0.1
H -3.49704 -2.42348 -4.56812 0.0 0.2 0.5
H -0.01830 -0.00551 3.66631 0.1 0.1 -0.2
H 3.09581 -0.65246 1.44108 -0.1 0.1 -0.2
H -1.72116 -1.40691 3.60616 -0.1 0.0 -0.3
H 3.14615 -1.45120 -0.14506 -0.1 0.2 0.1
H 2.97429 1.48267 -2.69255 -0.1 0.2 -0.3
H -0.27930 -1.67958 -3.20125 0.2 0.0 -0.6
H -4.66482 3.34279 0.61057 0.2 0.1 0.0
H -1.77229 1.22425 1.56113 -0.2 0.2 0.0
H -0.37580 -1.14289 -5.95700 -0.1 0.0 0.4
H -4.60384 -1.83846 -3.29453 0.3 -0.1 0.0
H -1.81439 -0.59408 -0.75084 -0.1 0.1 -0.1
H -1.54727 -2.18106 -5.20600 0.1 0.2 0.0
H -3.30313 -2.99801 -2.88624 -0.1 0.3 -0.2
H 1.42769 -0.21031 -3.44614 -0.4 -0.1 -0.1
H 1.25060 -4.18991 -0.90518 -0.1 0.2 0.0
H -1.78102 5.89453 1.02190 0.1 -0.1 -0.2
H 0.03799 2.92511 -5.63407 -0.2 -0.2 0.1
H -0.17288 5.66722 0.31766 -0.2 -0.2 0.0
H -3.52477 1.24987 1.25610 0.1 0.2 0.0
H -2.27561 -3.99238 0.98247 0.1 0.1 -0.2
H 1.15534 3.92599 -3.03706 0.3 0.0 0.2
H 2.65042 4.46393 -0.40719 0.2 0.1 -0.1
H 0.45980 -3.07108 -2.02350 0.1 -0.1 0.2
H -3.05895 0.61866 -1.14490 0.1 -0.2 -0.1
H -2.42922 -3.16052 -0.57436 0.2 -0.1 0.2
H -2.85990 2.16332 2.62351 0.1 -0.1 -0.2
H 0.56451 1.09252 2.38802 0.0 -0.2 0.0
H -3.50982 -1.09839 -0.92130 0.1 0.2 -0.1
H -3.75676 4.81063 0.17931 0.0 -0.2 0.1
H -3.42146 1.17495 -4.10753 0.2 0.2 -0.7
H 5.57897 3.27429 -3.78296 0.0 0.2 0.1
H 1.36017 3.23791 -1.41515 0.0 0.0 -0.2
H 0.86198 0.20318 -6.06627 0.1 0.1 0.2
H -3.23054 -0.66314 -5.67697 0.1 0.1 0.0
H 0.36853 4.35410 2.28664 -0.2 -0.1 0.0
H -1.61961 5.32999 -0.66295 0.1 -0.1 0.3
H -0.50926 2.87756 2.74110 -0.1 0.2 -0.1
H -1.21241 -4.43919 -0.37148 -0.2 0.2 0.1
H 1.68472 1.43109 -5.14368 -0.2 -0.2 0.1
H 3.31954 5.48677 -1.72560 -0.1 -0.1 0.2
H -2.59725 -2.55834 2.57165 0.1 0.3 0.0
H -3.86569 4.28821 1.87662 0.0 0.0 -0.2
H -2.71491 -0.81579 2.26163 0.2 -0.2 0.1
H 6.18164 4.44249 -2.58120 -0.1 0.0 -0.3
H -1.27556 4.46958 2.94115 0.1 -0.1 0.0
H -0.81545 1.71256 -6.54488 0.0 0.1 0.1
H 2.50230 0.19835 0.00491 -0.1 -0.1 0.1
H 4.71436 4.83278 -3.54023 0.1 -0.1 0.0
H 4.29233 5.12083 -0.27226 -0.2 0.0 -0.1
H 3.11967 2.83235 -3.85664 -0.1 -0.2 0.2
H -1.98891 2.94462 -4.39311 -0.1 -0.6 -0.1
H 2.10187 -2.72373 -1.43989 -0.2 -0.2 0.0
H 1.68385 -0.03720 3.15936 -0.2 0.1 -0.1
H -2.08613 0.38866 -6.44997 -0.1 0.0 0.3